A single C2H4N2 molecule at a distorted geometry, computed with ωB97M-V/def2-TZVPD.

SMILES string = [H]/N=N/C=C
LUMO level = 0.91 eV

Element x y z (Å)
H1 2.95334 -0.25252 -0.02758
N1 2.04301 0.24882 -0.04102
N2 1.00143 -0.39007 0.06436
C1 -0.42197 0.55415 -0.02187
C2 -1.45302 -0.26915 -0.03885
H2 -0.19063 1.56286 -0.04079
H3 -2.53180 -0.08010 -0.08468
H4 -1.40035 -1.37400 0.19042

Force components x, y, z for each atom (eV/Å):
H -1.0698 -0.8615 0.1646
N -1.1135 1.6272 -0.1584
N -0.9039 0.9269 -0.0226
C 2.8315 -4.6612 0.2256
C -1.1586 -1.1477 0.8696
H -0.0980 1.8524 -0.2836
H 0.5409 0.9934 -0.1720
H 0.9713 1.2706 -0.6232



A single C2H4N2 molecule at a distorted geometry, computed with ωB97M-V/def2-TZVPD.

SMILES string = C#CNN
LUMO level = 1.04 eV

Element x y z (Å)
C1 -1.06943 1.61295 0.28335
C2 -0.27077 0.76642 0.00856
N1 0.79145 -0.03118 -0.18149
N2 0.53811 -1.42489 -0.16267
H1 -1.58818 2.45428 0.59691
H2 1.10502 0.12787 -1.09637
H3 -0.42545 -1.72694 -0.13975
H4 0.91924 -1.77851 0.69145

Force components x, y, z for each atom (eV/Å):
C 0.3717 -0.4404 -0.3212
C -0.1394 0.7611 0.9692
N -0.7711 -0.7184 -0.0699
N 0.4233 -1.3399 0.4129
H -0.8771 0.7147 0.2565
H 1.0218 0.5178 -1.3757
H -0.4449 0.7112 -0.3294
H 0.4158 -0.2061 0.4576



A single C2H4N2 molecule at a distorted geometry, computed with ωB97M-V/def2-TZVPD.

SMILES string = CN=C=N
LUMO level = 0.93 eV

Element x y z (Å)
C1 1.38727 0.12988 -0.05043
N1 -0.02797 -0.23828 -0.18431
C2 -1.19414 -0.09863 0.13262
N2 -2.39370 0.09673 0.07432
H1 1.57109 1.12462 0.02325
H2 1.75974 -0.35846 0.73454
H3 1.99608 -0.08089 -0.88445
H4 -3.09836 -0.57497 0.15447

Force components x, y, z for each atom (eV/Å):
C -2.9983 -0.8830 -1.7603
N -0.3123 0.6407 0.2067
C 2.4418 -0.2748 -1.8111
N 0.2553 1.1837 0.3416
H -0.2316 3.2966 0.8126
H 1.6743 -1.8224 3.2254
H 0.0807 -1.1252 -1.4586
H -0.9098 -1.0155 0.4436



A single C2H4N2 molecule at a distorted geometry, computed with ωB97M-V/def2-TZVPD.

SMILES string = C#CNN
LUMO level = 0.81 eV

Element x y z (Å)
C1 2.27826 -0.11678 -0.07063
C2 1.12983 0.14670 0.20344
N1 -0.57945 0.71081 0.02149
N2 -1.47102 -0.32593 -0.14719
H1 3.12867 -0.49519 -0.35379
H2 -0.77440 1.23052 0.90982
H3 -1.86252 -0.84620 0.57694
H4 -1.84936 -0.30395 -1.14008

Force components x, y, z for each atom (eV/Å):
C -5.1952 1.5785 1.3991
C -3.3037 1.3218 -0.6384
N 2.8144 -1.0645 1.5262
N 0.7036 1.9074 -3.7290
H 4.3098 -1.6118 -1.1373
H 0.6426 -0.8981 -0.9318
H -0.5576 -0.7198 1.1353
H 0.5860 -0.5135 2.3760



A 2-piece molecular cluster, C2H4N2 overall at a distorted geometry, computed with ωB97M-V/def2-TZVPD.

LUMO level (alpha / beta) = 0.51 / 0.82 eV

Element x y z (Å)
C1 -1.17020 -0.77242 0.10537
C2 -1.08197 0.54904 0.13255
N1 -0.36474 -0.17129 -0.83947
N2 1.72574 -0.11485 0.03449
H1 -1.27512 -1.82956 0.39027
H2 -1.53884 1.44395 0.57113
H3 1.41608 0.67075 0.44380
H4 2.28905 0.22437 -0.83814

Force components x, y, z for each atom (eV/Å):
C 0.6122 0.2875 0.9136
C -2.1922 -1.6829 1.2807
N 1.7933 0.8250 -1.2699
N 2.0528 -3.4085 -4.0036
H -0.3750 0.9483 -0.0646
H 0.8321 -0.2203 -0.6358
H -1.3904 3.9366 1.8825
H -1.3329 -0.6857 1.8971



A 2-piece molecular cluster, C2H4N2O overall at a distorted geometry, computed with ωB97M-V/def2-TZVPD.

SMILES string = CN=O.C#N
LUMO level = -0.05 eV

Element x y z (Å)
C1 -1.52943 0.15710 0.26867
N1 -0.35624 0.80864 0.74607
O1 0.54992 0.19179 1.29833
H1 -2.34632 0.50455 0.96837
H2 -2.01711 0.44009 -0.72367
H3 -1.47347 -0.96154 0.35752
C2 3.24877 -0.19166 0.09067
N2 2.73725 -0.80120 -0.73017
H4 3.87375 0.35637 0.78960

Force components x, y, z for each atom (eV/Å):
C -2.3294 -2.2942 0.3412
N 2.4300 1.5079 0.4430
O -2.6575 0.1502 -1.2852
H 0.8791 -0.2906 -0.3137
H 1.6533 0.1102 1.0327
H 0.0021 0.8399 -0.1580
C 0.9208 0.3438 0.3098
N -0.2478 -0.0700 -0.0624
H -0.6506 -0.2970 -0.3075



A 2-piece molecular cluster, C2H4N2O overall at a distorted geometry, computed with ωB97M-V/def2-TZVPD.

LUMO level = 0.43 eV

Element x y z (Å)
C1 1.33402 -0.00862 0.02817
C2 -0.09401 -0.18372 -0.24082
N1 2.47271 0.21985 0.13727
N2 -0.81660 0.95980 0.33383
O1 -0.67042 -1.33455 0.14088
H1 -0.12235 -0.03842 -1.72403
H2 -1.68279 0.85364 0.87817
H3 -0.08668 1.64607 0.75978
H4 -0.33389 -2.11404 -0.31325

Force components x, y, z for each atom (eV/Å):
C 2.5167 0.2887 0.0009
C -1.2080 2.6943 -3.5803
N -2.1380 -0.5108 -0.0769
N 2.5209 1.2497 0.5347
O -0.5932 -1.1983 0.6258
H 0.0818 -0.5742 3.9527
H 0.9872 -0.4948 -0.4788
H -2.3219 -1.6501 -0.8107
H 0.1545 0.1954 -0.1674



A 2-piece molecular cluster, C2H4N2O overall at a distorted geometry, computed with ωB97M-V/def2-TZVPD.

LUMO level = 0.75 eV

Element x y z (Å)
C1 -0.84853 0.53146 0.52506
C2 0.39440 -1.43277 -0.00009
N1 0.23332 3.39272 -0.15673
N2 -0.02139 2.31267 -0.17838
O1 0.11080 -0.28148 0.82580
H1 -1.26162 0.57272 -0.50073
H2 1.47616 -1.66968 -0.02783
H3 -0.01903 -1.03550 -0.95060
H4 -0.06411 -2.39014 0.46349

Force components x, y, z for each atom (eV/Å):
C -0.5059 0.7826 1.8353
C -0.1773 -0.7025 -0.2830
N -0.6699 -2.4606 0.1284
N 1.2954 3.3083 -0.5648
O -0.3192 -0.5721 0.4728
H 0.3191 -1.3677 -0.4538
H -0.4844 0.6827 -0.0920
H 0.3705 -1.4989 -0.0671
H 0.1718 1.8283 -0.9757



A 2-piece molecular cluster, C2H4N2O overall at a distorted geometry, computed with ωB97M-V/def2-TZVPD.

SMILES string = N=C=O.C=N
LUMO level = 0.85 eV

Element x y z (Å)
N1 1.09087 -0.57984 -0.39914
C1 2.14523 -0.18952 -0.03744
O1 2.98163 0.36990 0.51883
H1 0.54540 -1.25609 -0.81838
C2 -1.56242 0.39096 -0.27417
N2 -0.81085 -0.17284 0.58343
H2 -1.80279 1.46304 -0.24574
H3 -1.97484 -0.39894 -0.87902
H4 -0.61222 0.37333 1.55163

Force components x, y, z for each atom (eV/Å):
N 1.6828 0.2944 -0.9653
C -1.5323 -0.4843 0.0304
O 2.4573 1.0151 0.7563
H -0.4398 -1.2244 -0.6558
C 0.5495 -0.2299 1.9462
N -1.9601 1.2183 4.0568
H -0.3528 -0.4705 -0.4176
H -0.4077 0.7016 -1.4204
H 0.0031 -0.8203 -3.3306



A single C2H4N2O molecule at a distorted geometry, computed with ωB97M-V/def2-TZVPD.

SMILES string = [H]/N=C1\N[C@@H]1O
LUMO level = 0.70 eV

Element x y z (Å)
H1 -0.33431 2.04604 -1.56869
N1 -0.43156 1.05954 -1.47352
C1 -0.39839 0.47798 -0.38629
N2 -0.05758 0.63434 0.99089
C2 -0.36688 -0.66998 0.42351
O1 0.51569 -1.75790 0.35010
H2 0.98753 0.77216 1.16835
H3 -1.30739 -1.01936 0.67776
H4 1.39290 -1.54283 -0.18211

Force components x, y, z for each atom (eV/Å):
H 0.4487 0.7669 0.6221
N -0.8717 -1.1195 -1.5068
C 1.6215 1.7806 0.2453
N 1.7320 0.8282 0.6031
C 1.0258 -2.0261 -0.6799
O 2.4214 1.1755 -1.4568
H -1.9003 -0.0642 -0.4000
H -1.6015 -0.9775 1.0466
H -2.8759 -0.3639 1.5264